one:
DFT (wB97M-V/def2-TZVPD) results for a structure of composition C4H9NO2S.

Last column: Mulliken spin population.
Cartesian coordinates (Å):
C: 0.511 -0.372 0.050  -0.005
C: 1.401 -0.229 -1.142  -0.108
C: 2.416 0.755 -1.116  -0.123
S: 1.442 -2.168 2.535  1.017
N: 1.080 -1.015 -2.152  0.311
C: -3.030 1.428 0.385  0.000
O: -4.145 0.637 0.085  0.000
O: -1.975 1.087 0.865  0.001
H: -0.537 -0.295 -0.204  -0.005
H: 0.785 0.412 0.751  -0.004
H: 0.582 -1.349 0.537  -0.016
H: 1.721 -0.964 -2.954  -0.011
H: 3.050 0.996 -1.948  -0.018
H: 2.818 1.135 -0.184  -0.020
H: 0.982 -3.179 3.289  -0.020
H: -3.248 2.458 0.098  0.000
H: -3.852 0.662 1.105  0.000

Summary:
**Total charge**: +1
**E_HOMO (spin up / spin down)**: -13.1497 / -12.7093 eV
**Kohn-Sham gap (spin up / spin down)**: 4.44 / 3.95 eV
**Lowest unoccupied orbital energy (spin up / spin down)**: -8.71 / -8.76 eV
**Multiplicity**: 2

---

two:
DFT (wB97M-V/def2-TZVPD) results for the ion C4H9NO2S with charge +1.

Last column: Mulliken spin population.
Cartesian coordinates (Å):
C: -0.709 -0.444 -0.348  -0.002
N: 0.710 -0.520 -0.540  0.018
C: 1.360 -0.432 -1.755  -0.001
O: 0.527 -0.823 -2.728  0.000
O: 2.527 -0.254 -1.994  0.007
C: -1.300 0.527 0.710  0.053
C: -0.249 0.998 1.697  -0.030
S: 0.256 -0.365 2.778  0.947
H: -1.082 -1.463 -0.257  0.001
H: -1.165 -0.016 -1.288  0.004
H: 1.274 -0.071 0.173  -0.002
H: 0.903 -0.867 -3.611  0.000
H: -1.699 1.389 0.119  0.017
H: -2.230 0.216 1.203  -0.013
H: 0.548 1.654 1.362  0.020
H: -0.716 1.603 2.527  -0.005
H: 1.044 -1.131 1.952  -0.015

Summary:
**Total charge**: +1
**E_HOMO (spin up / spin down)**: -13.7563 / -13.6899 eV
**Kohn-Sham gap (spin up / spin down)**: 9.71 / 4.19 eV
**Lowest unoccupied orbital energy (spin up / spin down)**: -4.04 / -9.50 eV
**Multiplicity**: 2

---

Pick the most stable structure from those above. Pick: two